ORCA calculation (the ωB97M-V functional and the def2-TZVPD basis) on a structure of composition C72H66IrN13OPS2 in a non-equilibrium geometry.

Structure (XYZ):
```
156
Properties=species:S:1:pos:R:3:forces:R:3
C 2.683 5.808 4.300 0.017 0.098 0.069
C -0.671 2.312 1.091 -0.048 -0.206 0.044
H -0.378 1.337 -8.251 -0.008 -0.043 0.008
H -3.225 1.511 5.467 -0.047 -0.014 -0.002
C -3.142 -4.108 1.330 0.060 0.231 -0.063
N 2.378 0.198 -0.685 -1.155 -0.601 0.762
H -6.362 -1.425 0.253 -0.053 0.026 -0.021
C -0.587 -0.833 4.014 -0.360 0.191 0.482
C 4.966 4.494 -0.677 0.017 0.055 0.016
H -3.885 -2.175 3.667 0.014 -0.090 0.059
N 2.559 -3.321 2.857 0.454 -0.305 -0.021
H -1.994 -0.039 6.997 -0.011 -0.053 0.003
H 5.198 0.040 5.050 -0.021 -0.030 0.069
C -7.326 -2.369 1.923 -0.115 -0.014 0.062
S -1.386 -2.263 -2.936 -0.555 -0.147 -0.234
H 6.679 0.908 -0.489 0.050 0.040 -0.031
N -3.788 0.168 0.874 0.311 -0.118 0.091
C -0.841 -0.874 5.391 0.149 -0.133 -0.090
H 4.499 -0.930 2.873 0.033 -0.013 0.015
H -0.350 3.753 -8.761 -0.015 -0.003 -0.025
H 3.366 -4.640 4.811 -0.028 -0.022 -0.017
N -0.153 0.978 -1.799 0.181 -1.098 1.765
H -2.682 1.454 3.049 -0.047 0.004 -0.039
N 2.597 -4.030 5.036 0.143 -0.073 0.082
C -2.577 -1.689 0.953 -0.333 0.170 -0.231
H -3.555 -3.980 -4.094 -0.019 -0.090 -0.020
C 0.494 -1.721 3.483 0.141 -0.232 0.069
H 0.478 -5.172 0.572 0.046 0.017 -0.025
C 2.060 -3.277 4.093 -0.344 0.277 -0.578
H 3.810 1.781 6.122 -0.051 0.008 0.037
C 3.917 -0.142 3.333 -0.179 -0.077 -0.292
C 2.134 1.140 -4.708 -0.005 -0.060 0.215
C 0.588 5.796 5.499 0.027 0.005 0.081
C -1.840 -4.038 -2.787 0.079 0.103 -0.211
C 3.399 -0.851 -5.169 0.002 -0.055 0.078
H -3.345 3.258 -2.270 0.015 -0.033 -0.042
H -3.527 -6.182 1.651 -0.040 -0.003 -0.002
H -1.858 4.712 0.807 0.058 -0.004 0.015
C -2.482 3.516 -2.879 -0.309 0.250 0.007
C -7.174 -2.865 3.210 0.053 -0.052 -0.080
H 2.219 -4.036 5.968 -0.051 0.037 -0.022
C 0.913 4.314 3.631 -0.004 0.188 0.039
C -0.537 -4.875 0.803 0.088 -0.077 0.047
C 4.207 2.243 -0.954 -0.127 -0.074 0.467
C 2.215 4.813 3.465 -0.068 -0.139 -0.088
C -1.161 1.815 -1.593 -0.474 0.481 0.387
H 3.926 1.553 -2.975 0.042 0.020 0.029
C 0.985 2.000 2.473 0.761 -0.685 0.280
S 3.832 0.678 -0.163 0.282 0.019 -1.139
H 3.261 -3.249 0.545 -0.034 -0.035 -0.033
H 5.292 5.302 -0.037 0.011 0.040 -0.021
H -0.025 6.164 6.310 -0.034 0.021 -0.007
C -0.437 3.416 -7.738 0.008 0.003 0.165
H 2.481 -0.043 1.749 0.150 -0.067 -0.009
C 2.669 -1.534 -4.209 0.020 -0.004 -0.182
C -3.933 -2.938 -2.250 -0.050 -0.161 -0.045
N 0.280 1.449 1.418 0.405 -1.269 -1.460
H 3.551 -1.755 -1.704 0.075 -0.013 -0.022
H 4.555 3.732 -3.953 0.001 -0.008 -0.034
N -1.443 2.510 -2.724 0.290 -0.379 0.012
C -3.338 -4.104 -3.031 -0.125 0.064 0.062
H 2.869 -2.584 -4.038 0.002 -0.025 0.059
C 4.552 3.605 -2.879 -0.032 -0.038 -0.005
H -2.289 4.515 2.513 0.035 -0.057 -0.019
H -0.898 4.425 4.791 -0.035 0.025 0.030
H -2.118 4.500 -2.579 0.025 -0.047 -0.031
H 3.675 6.215 4.158 0.021 -0.019 -0.011
H 2.825 4.434 2.654 0.070 0.001 0.020
C 0.435 3.275 2.733 -0.030 0.366 0.047
C -1.795 -0.035 5.934 0.002 0.060 -0.046
H -0.275 -1.560 6.001 -0.066 0.039 0.084
H -1.261 -4.613 -3.507 0.103 0.083 -0.002
C 6.366 0.001 -0.990 0.055 0.018 0.043
H -4.502 2.119 1.119 0.016 -0.035 0.014
C -2.479 0.826 5.090 0.015 0.028 -0.001
C -2.778 -5.441 1.407 -0.038 -0.109 -0.132
C 2.412 1.889 4.516 0.195 0.132 0.372
H 1.964 2.194 -4.874 -0.074 0.021 -0.083
H 4.181 -1.358 -5.716 -0.001 -0.012 -0.067
H 5.247 5.597 -2.491 0.030 0.008 -0.016
C -0.895 -3.542 0.753 -0.353 0.175 0.086
H 1.086 -1.426 -2.760 0.069 -0.029 -0.063
H -1.206 -6.883 1.173 0.019 -0.017 0.045
C -0.609 2.550 -5.088 -0.118 0.177 -0.511
C -0.440 2.057 -7.446 -0.040 0.051 -0.146
H -3.467 -1.379 -3.671 0.053 0.078 -0.022
H 2.263 0.354 -1.682 0.110 -0.088 0.051
C 1.367 0.448 -3.761 0.243 -0.250 -0.053
H -0.560 0.564 -5.920 0.113 -0.038 0.004
H 3.722 1.035 -6.138 -0.001 0.024 -0.028
C 5.025 -0.349 -1.052 -0.193 -0.126 0.319
H -0.691 4.648 -4.602 0.016 0.047 0.008
H -0.878 5.483 2.070 0.059 -0.070 -0.027
C -2.196 -3.113 1.032 0.241 -0.323 0.004
N -1.800 -0.661 0.453 1.550 -0.455 0.228
C -0.648 3.914 -5.396 0.281 -0.165 0.193
C -5.006 -1.732 1.894 -0.286 0.038 0.290
C -1.477 -5.837 1.141 0.000 0.032 0.007
C 4.589 3.283 -0.116 -0.051 -0.101 0.030
H 5.234 -3.263 -2.728 0.022 -0.012 -0.050
H -0.168 -2.809 0.463 0.078 -0.185 -0.109
H -3.745 -5.064 -2.717 0.054 -0.022 -0.019
C 1.878 6.291 5.327 -0.022 -0.092 -0.078
H -3.138 -0.885 -1.993 0.151 0.049 -0.019
N -0.604 3.425 1.880 0.328 -0.284 0.331
C -6.251 -1.789 1.268 0.297 -0.126 -0.018
C 1.974 -2.570 1.952 -0.270 -0.092 0.118
C -0.548 4.341 -6.709 0.001 0.022 -0.176
C 4.604 -1.513 -1.670 -0.031 0.029 0.170
C -2.543 0.434 0.413 -0.116 0.686 0.013
C 2.054 1.405 3.234 -0.568 0.315 -0.435
H -0.535 5.398 -6.934 -0.058 0.026 0.023
C 2.804 0.348 2.692 0.199 -0.245 0.085
C 3.527 1.394 5.153 -0.065 0.149 0.155
H -8.284 -2.440 1.429 -0.029 0.027 -0.016
C 4.187 2.386 -2.332 0.030 -0.140 -0.096
C 5.551 -2.346 -2.249 0.014 0.000 0.003
O -0.608 -1.918 -1.684 0.880 0.083 1.261
C 0.098 4.825 4.647 -0.122 -0.043 -0.097
C -5.938 -2.799 3.844 -0.014 0.019 0.065
C -4.887 1.108 1.015 -0.363 0.301 -0.037
H 8.348 -0.571 -1.548 0.028 -0.007 0.022
C -3.132 -1.722 -2.691 0.105 -0.145 -0.035
C 3.137 0.492 -5.408 0.042 0.026 0.036
H -1.569 -4.340 -1.775 0.021 0.131 0.065
N -1.255 -0.016 3.213 0.219 0.021 -0.414
C 4.301 0.397 4.562 -0.038 0.047 -0.064
C -2.168 0.790 3.740 -0.027 0.033 0.161
N 2.465 -2.653 0.706 -0.159 0.102 0.267
N 0.919 -1.722 2.195 0.056 0.697 -1.692
H -4.995 -2.821 -2.468 0.011 0.100 0.035
H -2.785 3.561 -3.922 0.019 -0.067 0.028
C 1.667 -0.892 -3.497 -0.156 0.160 -0.295
H -5.823 -3.180 4.849 -0.007 -0.034 0.024
C 6.896 -2.010 -2.201 -0.044 -0.044 0.008
C 4.947 4.654 -2.056 -0.058 0.008 0.099
H -3.816 -3.117 -1.180 -0.018 0.035 0.018
H 7.632 -2.667 -2.642 0.016 0.005 -0.029
C -4.856 -2.241 3.190 -0.054 0.350 -0.150
C 0.240 1.124 -3.100 -0.084 0.310 -0.492
C -0.591 2.082 -3.703 0.364 -0.461 0.425
C 7.301 -0.837 -1.577 -0.001 0.085 -0.002
H 1.810 2.634 5.012 0.004 -0.071 0.015
H 2.253 7.053 5.996 0.015 0.034 -0.001
C -1.459 4.601 1.811 -0.349 0.384 -0.028
C -0.527 1.624 -6.138 -0.237 0.044 0.293
H 2.095 -2.073 -0.024 0.358 -0.052 -0.209
N 1.021 -2.482 4.409 -0.095 0.082 0.309
H 4.621 3.125 0.955 0.029 0.054 0.037
C -3.834 -1.143 1.242 0.529 -0.379 -0.207
H -5.542 1.073 0.146 0.021 -0.028 0.013
H -5.473 0.858 1.897 0.087 -0.075 -0.006
P -2.077 2.122 -0.065 0.092 -0.668 -0.356
H -8.015 -3.317 3.716 -0.038 0.009 0.017
H -4.177 -3.849 1.483 0.021 -0.078 0.044
Ir 0.378 -0.417 0.103 -2.344 3.663 -0.116
```
Forces are in eV/Å.

Kohn-Sham gap (spin up / spin down) = 5.130 / 3.441 eV
electronic energy = -130919.554 eV
net charge = +4
spin multiplicity = 2

Atom charges from the Löwdin analysis, given in e for atoms 1 to 99:
1. C -0.026
2. C -0.369
3. H 0.120
4. H 0.119
5. C -0.015
6. N -0.411
7. H 0.119
8. C -0.196
9. C -0.049
10. H 0.120
11. N 0.202
12. H 0.128
13. H 0.135
14. C -0.041
15. S 1.026
16. H 0.121
17. N -0.043
18. C 0.019
19. H 0.126
20. H 0.122
21. H 0.134
22. N 0.069
23. H 0.095
24. N 0.227
25. C -0.135
26. H 0.127
27. C -0.245
28. H 0.112
29. C -0.411
30. H 0.131
31. C -0.028
32. C -0.049
33. C -0.022
34. C -0.262
35. C -0.036
36. H 0.078
37. H 0.122
38. H 0.078
39. C 0.000
40. C -0.036
41. H 0.133
42. C -0.206
43. C -0.066
44. C -0.393
45. C -0.012
46. C -0.437
47. H 0.099
48. C -0.096
49. S 1.107
50. H 0.131
51. H 0.119
52. H 0.128
53. C -0.035
54. H 0.006
55. C -0.069
56. C -0.214
57. N 0.061
58. H 0.069
59. H 0.122
60. N -0.037
61. C -0.207
62. H 0.117
63. C -0.032
64. H 0.113
65. H 0.125
66. H 0.107
67. H 0.125
68. H 0.119
69. C -0.062
70. C -0.016
71. H 0.114
72. H 0.102
73. C -0.064
74. H 0.065
75. C -0.023
76. C -0.036
77. C 0.028
78. H 0.127
79. H 0.122
80. H 0.125
81. C -0.098
82. H 0.048
83. H 0.121
84. C -0.192
85. C -0.041
86. H 0.099
87. H -0.024
88. C -0.194
89. H 0.125
90. H 0.124
91. C -0.372
92. H 0.112
93. H 0.116
94. C -0.148
95. N -0.003
96. C -0.038
97. C -0.219
98. C -0.046
99. C -0.092